# 1
This record from OMol25 describes the molecule C22H18FNO4 at a distorted geometry. The level of theory is the ωB97M-V functional and the def2-TZVPD basis.

Element x y z (Å)
C1 -0.87215 -2.66108 -1.14605
C2 -1.90920 -2.01089 -0.53089
C3 -2.04629 -1.85635 0.76396
C4 -3.32568 -1.25088 1.33849
H1 -4.27442 -1.96485 1.03782
H2 -3.32152 -1.15777 2.48991
C5 -3.60489 0.03079 0.84868
C6 -2.38471 1.04171 1.03457
O1 -2.19048 1.41681 2.17955
N1 -1.55877 1.30683 0.03848
C7 -2.19872 1.13409 -1.13514
O2 -1.79873 1.29141 -2.33974
C8 -3.34457 -0.08499 -0.95125
C9 -3.09319 -1.24062 -1.33046
H3 -4.06023 -1.90873 -1.44264
H4 -2.87590 -1.30090 -2.28596
H5 -4.19145 0.36222 -1.30775
C10 -0.39224 1.95979 0.24862
C11 -0.01601 3.34277 -0.50288
C12 1.07741 3.90377 -0.16769
C13 2.04162 3.26667 0.40465
C14 1.74836 2.13967 1.25334
C15 0.64856 1.51092 0.96951
O3 0.30634 0.21834 1.64133
C16 1.20749 -0.70699 1.18790
O4 1.03752 -1.84050 2.05662
C17 2.44773 -0.97441 0.57557
C18 2.44929 -0.24875 -0.79228
C19 3.47841 -0.42564 -1.42213
C20 4.79650 -0.79797 -0.89044
C21 4.82052 -1.05298 0.31288
C22 3.62350 -1.21486 0.99614
H6 3.70668 -1.47364 2.17236
H7 5.72492 -1.59352 0.78097
H8 5.62975 -0.80726 -1.55223
H9 3.52984 0.11281 -2.52965
F1 1.26947 -0.07359 -1.51024
H10 2.62943 1.60895 1.97623
H11 3.01864 3.81031 0.65423
H12 1.17538 4.93371 -0.66942
H13 -0.81868 3.60797 -0.87429
H14 -4.59358 0.69535 1.23192
H15 -1.58521 -2.42642 1.49567
H16 -0.46059 -2.07982 -1.83926
H17 -1.39107 -3.40499 -1.94193
H18 -0.05911 -3.13650 -0.52706

Calculated values
- Frontier orbital gap: 8.3 eV
- SMILES: CC1=CC[C@H]2C(=O)N(c3ccccc3OC(=O)c3ccccc3F)C(=O)[C@H]2C1

---

# 2
This record from OMol25 describes a structure of composition C15H31ClCuF4N5O8S4 at a distorted geometry. The level of theory is the ωB97M-V functional and the def2-TZVPD basis.

Element x y z (Å)
Cu1 1.98133 2.02879 1.85597
C1 0.08428 -9.66193 -1.66491
C2 -1.02799 -8.65591 -1.25517
C3 -0.42019 -7.17535 -1.06305
C4 0.37494 -6.95806 0.21581
N1 0.83185 -5.50903 0.36014
C5 1.79101 -5.31261 1.52671
C6 2.59937 -4.06571 1.25773
C7 2.51801 -3.93629 -0.25204
C8 1.79165 -5.10572 -0.80752
C9 -0.34642 -4.44943 0.45229
H1 0.65905 -9.30598 -2.51992
H2 -0.33349 -10.65759 -1.81396
H3 0.80318 -9.78212 -0.85445
H4 -1.37227 -8.91758 -0.25462
H5 -1.87467 -8.72017 -1.93862
H6 -1.20822 -6.42265 -1.08667
H7 0.10907 -6.95300 -1.98963
H8 1.30431 -7.50609 0.06074
H9 -0.16733 -7.15080 1.14149
H10 1.13275 -5.29118 2.39524
H11 2.32665 -6.25875 1.60415
H12 2.11290 -3.19483 1.69708
H13 3.60964 -4.14517 1.65914
H14 2.05580 -3.00154 -0.56939
H15 3.50367 -3.96614 -0.71646
H16 1.30749 -4.90772 -1.76381
H17 2.54702 -5.87576 -0.96424
H18 -0.91945 -4.40268 -0.47375
H19 0.04807 -3.43755 0.54486
H20 -0.93924 -4.69424 1.33362
C10 0.14298 7.50371 -0.05912
C11 0.04376 8.66208 -1.07321
N2 -1.23951 8.62062 -1.73933
C12 -2.39431 9.32594 -1.33311
C13 -3.40502 9.04875 -2.23958
N3 -2.90050 8.22157 -3.23288
C14 -1.58599 7.88095 -2.82009
C15 -3.47211 7.87959 -4.53804
H21 0.08280 6.56785 -0.61468
H22 -0.54125 7.56506 0.78715
H23 1.07113 7.55075 0.51047
H24 0.82404 8.54731 -1.82561
H25 0.15329 9.63230 -0.58868
H26 -2.37810 9.80550 -0.36555
H27 -4.43790 9.35645 -2.16977
H28 -0.87065 7.34779 -3.42871
H29 -3.02374 8.56544 -5.25683
H30 -4.55770 7.96461 -4.58660
H31 -3.19331 6.84467 -4.73634
Cl1 6.04313 1.56700 1.10946
N4 -0.44118 1.49296 -1.00265
S1 -2.17612 1.56265 -1.02855
O1 -2.91305 0.38496 -1.44582
O2 -2.62488 2.77660 -1.67327
F1 -2.43033 1.86146 0.54662
S2 -0.42130 1.32976 -2.52912
O3 -0.64550 2.42003 -3.44552
O4 -0.61719 -0.03185 -2.98071
F2 1.19873 1.43074 -2.51258
N5 1.13935 1.61899 5.45426
S3 2.06325 2.11057 6.75131
O5 3.33028 1.45605 6.92137
O6 1.50956 2.59990 7.99528
F3 2.54744 3.45032 5.93327
S4 0.62360 0.44719 6.25593
O7 -0.37454 0.82889 7.22178
O8 1.42523 -0.77467 6.48117
F4 -0.43721 -0.02984 5.14123

Calculated values
- Frontier orbital gap: 4.6 eV

---

# 3
This record from OMol25 describes the molecule C2H2BrClO at a distorted geometry. The level of theory is the ωB97M-V functional and the def2-TZVPD basis.

Element x y z (Å)
C1 0.05738 -0.56205 -0.49397
C2 0.59211 0.52859 0.22749
O1 -1.32269 -0.71445 -0.62121
Cl1 2.26276 0.67530 0.44923
Br1 -2.34534 0.31816 0.43937
H1 0.76058 -1.35794 -0.82897
H2 -0.00481 1.11239 0.82805

Calculated values
- Frontier orbital gap: 8.3 eV
- Relative energy (zero: lowest compared OMol25 entry of this formula, charge and spin): 58.79 kcal per mole
- SMILES: Cl/C=C/OBr

---

Result set for calculated total energy: -1304.163969; -5558.326350; -3186.751233 Eh, one per record in the order listed.
Result set for LUMO level: -0.0116; -0.0781; -0.0251 Eh, one per record in the order listed.
Result set for HOMO energy: -8.6056; -6.7393; -8.9547 eV, one per record in the order listed.